Molecular formula: C24H78N6O15
Method: DFT, ωB97M-V with the def2-TZVPD basis set

Each line ends with the Mulliken charge.
Positions of all 123 atoms, in Å:
C 3.63869 2.19295 0.73207  0.130
C 4.85577 1.22155 1.07565  -0.560
O 5.42670 0.85405 -0.18374  -0.512
H 3.02668 1.84406 -0.06806  -0.299
H 3.87084 3.25418 0.55197  0.600
H 2.98224 2.10925 1.60328  -0.193
H 4.50964 0.42537 1.67868  0.180
H 5.56726 1.74081 1.74412  0.352
H 5.82224 1.55972 -0.64900  0.334
C 0.83959 3.71815 -1.98006  0.131
C 1.26012 4.49107 -0.75381  0.055
O 2.30178 5.33287 -1.08944  -0.568
H 1.62759 3.02490 -2.30890  -0.038
H 0.65327 4.41026 -2.79810  0.426
H -0.03945 3.17666 -1.67376  -0.596
H 1.62841 3.79012 0.03514  -0.421
H 0.44179 5.05624 -0.38810  0.612
H 1.94159 6.20744 -0.86494  0.417
C 2.03319 -3.27933 -3.83026  -0.624
C 2.36765 -3.02168 -2.39111  0.678
O 2.02149 -4.17717 -1.73495  -0.638
H 2.28179 -2.39259 -4.44122  -0.025
H 1.02670 -3.54876 -3.91124  0.054
H 2.51511 -4.09976 -4.35493  0.379
H 1.73145 -2.28257 -1.96995  -0.274
H 3.44843 -2.75155 -2.34308  0.208
H 1.01137 -4.29661 -1.73122  0.367
C 0.38336 -4.29334 1.61048  -1.349
C -0.67170 -3.23589 1.57817  0.592
O -1.73061 -3.69704 0.76342  -0.400
H 1.16284 -4.11011 2.33914  0.244
H 0.97512 -4.30088 0.67779  0.175
H -0.04495 -5.29937 1.75583  0.390
H -0.28182 -2.26532 1.30025  -0.608
H -1.07915 -3.10439 2.54478  0.583
H -2.31400 -4.37568 1.20429  0.350
C 3.19062 0.52112 -4.63418  -1.541
C 3.36052 0.18849 -3.10837  1.669
O 4.68820 -0.39583 -2.99976  -0.647
H 3.87694 1.21813 -5.14106  0.384
H 2.12842 0.88937 -4.71517  0.251
H 3.23347 -0.35777 -5.16715  0.393
H 2.57175 -0.50288 -2.84697  -1.055
H 3.26766 1.03948 -2.46986  0.124
H 4.76690 -0.78656 -2.10246  0.311
C -1.20909 3.85682 1.23713  -0.307
C -2.34906 3.49108 2.14874  0.022
O -2.00321 4.14073 3.36819  -0.602
H -1.20627 4.93518 0.98675  0.500
H -1.33333 3.30590 0.36891  -0.225
H -0.24523 3.60484 1.70947  0.005
H -2.50200 2.43904 2.32703  -0.114
H -3.27287 3.97677 1.82232  0.430
H -2.30806 3.49132 4.07387  0.348
C 0.65934 2.53712 4.23917  0.508
C 0.40698 1.98554 5.58879  -0.499
O -0.69215 2.69197 6.14478  -0.533
H 0.70695 3.64502 4.17106  0.474
H -0.17061 2.22455 3.51850  -0.613
H 1.62154 2.16986 3.76720  -0.108
H 1.25924 2.12074 6.21301  0.444
H 0.34117 0.90194 5.63847  -0.131
H -0.22153 3.45006 6.53751  0.363
C 0.27048 0.77458 0.78073  2.842
C 0.83788 0.39048 -0.59220  1.275
O -0.03660 -0.56077 -1.12557  1.394
H 0.83135 1.57350 1.32127  -0.926
H 0.17769 0.02182 1.47027  -1.266
H -0.72038 1.19288 0.58862  -0.936
H 1.90558 -0.00494 -0.57531  -0.444
H 0.77989 1.21409 -1.24640  -0.206
H -0.13836 -0.38050 -2.07037  -0.922
C -3.97230 -3.15432 -1.57707  -1.181
C -3.43657 -1.77364 -1.13669  0.013
O -3.63460 -1.04865 -2.31738  -0.796
H -3.92701 -3.79392 -0.65864  0.258
H -3.39665 -3.66262 -2.35173  0.304
H -5.04156 -3.06005 -1.78530  0.412
H -2.39516 -1.70251 -0.90479  -0.224
H -4.02144 -1.34893 -0.37792  0.639
H -4.50133 -0.70254 -2.39745  0.375
C -1.60096 -2.56400 -4.85745  0.417
O -0.75455 -3.46595 -5.47524  -0.731
N -1.62616 -2.37891 -3.56299  -0.190
N -2.34891 -1.79502 -5.58841  -0.262
H -1.15269 -3.07916 -2.90068  0.190
H -2.40077 -1.89490 -3.08838  0.183
H -2.28048 -1.83215 -6.57224  0.254
H -2.78340 -0.89624 -5.25153  0.197
C -0.68650 1.12494 -3.68264  -0.193
O -0.06976 2.15280 -4.35267  -0.728
N -1.76288 1.34287 -2.89712  0.126
N -0.30461 -0.12898 -3.71214  0.021
H -2.05916 2.31332 -2.72068  0.335
H -2.17618 0.64656 -2.21197  -0.248
H 0.51598 -0.27728 -4.28462  0.182
H -0.84280 -1.01425 -3.58195  -0.037
C -0.52041 -1.83274 4.71620  0.085
O 0.19746 -0.88847 4.07295  -0.503
N -0.08542 -3.02263 4.99069  -0.345
N -1.71723 -1.72530 5.16150  -0.402
H 0.80131 -3.36665 4.61800  0.236
H -0.61324 -3.67566 5.63263  0.167
H -2.07610 -0.72445 5.32321  0.345
H -2.02427 -2.24188 6.07259  0.260
C -2.45836 -0.40214 2.35168  0.501
O -3.64077 0.27951 2.36574  -0.461
H -2.14547 -0.71825 1.38304  -0.851
H -2.66483 -1.22850 2.97581  0.706
H -1.69148 0.20903 2.76960  -0.298
H -3.98102 0.25107 3.27039  0.314
C -3.88223 1.58859 -0.48202  -0.595
O -4.93785 1.24787 0.31710  -0.643
H -4.02660 1.25007 -1.49138  0.569
H -2.93320 1.12778 -0.17333  -0.119
H -3.63688 2.64940 -0.41532  0.383
H -4.57094 0.70202 1.04045  0.444
C 2.81956 -1.56027 1.86522  -0.165
O 2.49326 -0.45161 2.67907  -0.322
H 1.90585 -1.93408 1.47226  -0.504
H 3.13474 -2.38698 2.42060  0.482
H 3.41010 -1.31518 1.02904  0.288
H 1.83970 -0.71782 3.32573  0.296

HOMO-LUMO gap ... 8.6 eV
Energy relative to the best compared isomer or geometry (same formula, charge and spin) ... 0.255 eV

***

Molecular formula: C24H80N10O16
Method: DFT, ωB97M-V with the def2-TZVPD basis set

Each line ends with the Mulliken charge.
Positions of all 130 atoms, in Å:
C 1.02279 -1.25892 3.99612  -0.817
O 2.36279 -1.23992 3.37012  -0.528
H 1.03479 -1.79292 4.99812  0.273
H 0.30679 -1.82592 3.40612  0.232
H 0.65379 -0.28792 4.18812  0.406
H 2.79979 -0.46992 3.65012  0.306
C 4.67479 1.53908 3.88812  -0.553
O 3.34079 1.37008 3.72612  -0.556
H 5.18179 1.16808 3.02412  0.119
H 5.10379 1.03208 4.73712  0.323
H 4.85479 2.63608 3.94412  0.267
H 3.02879 2.00108 3.06112  0.131
C -1.31021 3.90708 -2.45988  -0.449
O 0.02579 3.84708 -2.79688  -0.677
H -1.64821 4.82108 -2.95688  0.552
H -1.54521 3.98108 -1.41588  -0.119
H -1.85021 3.14108 -2.94788  -0.129
H 0.55779 4.33808 -2.09988  0.406
C 0.30979 5.77908 1.23012  -0.848
O 0.16579 4.96908 0.08312  -0.344
H 0.52079 6.85208 1.01212  0.282
H 1.15679 5.34908 1.83612  0.213
H -0.37621 5.59308 1.99612  0.348
H -0.67921 5.13108 -0.24988  0.263
C -1.24421 -3.71592 -1.42088  0.992
O -0.58221 -4.89392 -1.84388  -0.656
H -2.34821 -3.76392 -1.61488  0.586
H -0.77721 -2.80592 -1.77888  -0.599
H -1.13621 -3.59692 -0.33888  -0.643
H -0.93221 -5.06692 -2.71288  0.354
C -1.67021 -5.25592 1.99712  -0.574
O -1.29221 -3.94192 2.41812  -0.549
H -0.78621 -5.80592 1.66212  0.168
H -2.31321 -5.25292 1.16512  0.232
H -2.14521 -5.78492 2.81312  0.325
H -0.65621 -3.58092 1.77212  0.028
C -4.45421 2.91208 -1.39288  -1.180
O -3.39821 1.98808 -1.33488  0.681
H -4.26921 3.87208 -0.90788  0.250
H -5.21821 2.40508 -0.84188  0.311
H -4.77221 3.07808 -2.41488  0.487
H -2.72921 2.28508 -0.70788  -1.050
C 0.67779 0.41808 -2.97888  0.492
O 1.93079 0.92608 -2.82888  -0.810
N -0.36021 1.14908 -2.99888  0.119
N 0.32979 -0.81592 -3.04688  -0.001
H -0.23021 2.17408 -2.98988  0.460
H -1.29821 0.87908 -3.32688  -0.280
H 1.02479 -1.47792 -2.80988  0.288
H -0.64921 -1.06792 -2.98188  0.000
C 2.60479 -3.52792 -2.88788  0.511
O 3.80579 -3.12092 -3.32188  -0.774
N 2.03479 -2.84192 -1.98288  0.060
N 1.93579 -4.52692 -3.43888  -0.285
H 2.71479 -2.26092 -1.50588  -0.056
H 1.22679 -3.07692 -1.37888  -0.344
H 2.23979 -4.82792 -4.41288  0.265
H 1.00579 -4.80092 -3.15288  0.241
C -3.25521 1.61708 -4.83888  0.425
O -3.87421 2.88708 -4.93388  -0.668
N -3.08021 1.00208 -3.73788  -0.249
N -2.85221 0.87408 -5.88488  -0.479
H -3.23521 1.39808 -2.80088  -0.035
H -2.92721 0.01708 -3.67588  0.353
H -2.75421 1.47808 -6.68188  0.283
H -2.15321 0.14208 -5.87088  0.239
C 1.86679 -4.17792 1.21412  0.207
O 0.90279 -3.45092 0.60812  -0.017
N 2.10879 -5.38592 0.85212  -0.354
N 2.66179 -3.77492 2.17012  -0.217
H 1.59379 -5.98892 0.13212  0.319
H 2.99679 -5.82792 1.01612  0.175
H 2.43179 -2.91192 2.65612  0.049
H 3.39179 -4.33392 2.58312  0.197
C 3.60179 3.25208 0.32312  0.418
O 3.42379 3.47008 1.70212  -0.772
N 2.59879 3.22308 -0.48088  0.011
N 4.80979 3.10108 -0.23488  -0.392
H 1.76679 3.46808 -0.03388  -0.108
H 2.77379 2.51808 -1.17088  0.211
H 5.60679 2.84808 0.36512  0.292
H 4.97279 2.90708 -1.22788  0.237
C 5.90779 -1.23892 1.35912  -1.666
C 4.51879 -1.36392 0.82412  0.357
C 3.89579 0.00308 0.50912  0.260
O 4.47279 -1.88192 -0.29488  -0.542
H 6.51179 -0.60292 0.67912  0.363
H 6.43279 -2.21892 1.36712  0.419
H 5.87179 -0.77592 2.35112  0.264
H 4.00379 -1.92092 1.52812  0.062
H 3.63179 0.60008 1.38112  -0.115
H 3.08079 0.03108 -0.27488  -0.188
H 4.67279 0.69008 0.02512  0.345
H 4.94379 -1.25592 -0.81688  0.472
C -2.88521 1.36308 2.98512  -1.134
C -3.39021 2.18808 1.80212  1.470
C -4.37721 3.29208 2.25112  -1.821
O -2.47021 2.82308 1.25712  -0.693
H -2.23921 1.92808 3.62912  0.365
H -2.33421 0.46608 2.55812  0.042
H -3.72421 1.08208 3.67712  0.423
H -3.96621 1.61808 1.10212  -0.557
H -3.82421 4.08908 2.75812  0.330
H -5.27921 3.01808 2.72012  0.475
H -4.86321 3.62908 1.35412  0.361
H -1.74521 2.23508 1.12012  -0.566
C -5.03321 -1.23992 -1.02888  -1.775
C -3.93221 -1.28192 -0.02488  1.583
C -4.13421 -2.60792 0.71812  -1.470
O -2.76221 -1.19192 -0.52488  0.186
H -5.96321 -1.46692 -0.70888  0.556
H -4.72221 -1.90192 -1.88688  0.313
H -5.05721 -0.27492 -1.46188  0.230
H -4.07321 -0.42192 0.60712  -0.403
H -5.13521 -2.51392 1.18612  0.496
H -3.37921 -2.93392 1.47112  0.199
H -4.21521 -3.25892 -0.14888  0.339
H -2.10021 -0.96492 0.06712  -0.996
C 0.51079 1.61108 1.63112  -1.371
C 0.18879 0.91308 0.30112  2.469
C 0.04679 -0.69392 0.53312  -1.307
O -0.80621 1.33808 -0.32988  3.553
H -0.18921 1.27908 2.40812  0.029
H 0.34879 2.64808 1.48912  0.548
H 1.52279 1.40508 1.91912  -0.568
H 1.05279 0.96408 -0.43488  -0.333
H 0.91179 -0.94292 1.11912  -0.227
H 0.26779 -1.26392 -0.34388  0.511
H -0.72421 -1.16492 1.06812  1.092
H -0.80821 0.96408 -1.21788  -0.654

HOMO-LUMO gap ... 8.9 eV
Energy relative to the best compared isomer or geometry (same formula, charge and spin) ... 2.737 eV